Here is a single C3H3ClO molecule from OMol25. Energies are from ωB97M-V/def2-TZVPD.

Each line ends with the Mulliken charge.
Element x y z (Å)
Cl -2.33 0.11 -0.33  -0.189
C -0.80 0.76 0.34  -0.289
C 0.43 -0.03 -0.01  -0.031
C 1.29 -0.88 -0.55  0.043
O 1.01 -1.38 0.62  -0.464
H -0.56 1.72 -0.05  0.310
H -0.95 0.54 1.38  0.275
H 1.91 -0.84 -1.40  0.345

Properties
Orbital gap in eV: 8.72
Lowest unoccupied orbital energy in Eh: 0.0202
Relative energy (zero: lowest compared OMol25 entry of this formula, charge and spin) in kcal per mole: 88.0

=====

Here is 2 unconnected molecules or ions with the total composition C3H3ClO from OMol25. Energies are from ωB97M-V/def2-TZVPD.

Each line ends with the Mulliken charge.
Element x y z (Å)
C -1.10 0.71 -0.02  0.711
C -2.06 -0.08 -0.08  -0.550
C 0.28 1.15 0.03  -0.068
O -0.72 2.04 -0.15  -0.386
Cl -3.76 -0.13 0.12  -0.088
H -1.10 -2.36 -0.06  0.027
H 1.02 1.31 0.88  0.199
H 0.87 0.96 -0.92  0.154

Properties
Orbital gap (spin up / spin down) in eV: 8.72 / 8.75
Lowest unoccupied orbital energy (spin up / spin down) in Eh: -0.0161 / -0.0342
Relative energy (zero: lowest compared OMol25 entry of this formula, charge and spin) in kcal per mole: 153.6